Record 1
{"formula": "C5H8O3", "method": "the ωB97M-V functional and the def2-TZVPD basis", "symbols": ["C", "O", "C", "C", "O", "H", "H", "C", "H", "C", "H", "O", "H", "H", "H", "H"], "positions_angstrom": [[-2.065, 0.160, 0.216], [1.715, -0.298, -1.452], [1.455, 0.440, -0.366], [1.412, -0.292, 1.066], [-1.175, -0.790, 1.040], [-2.666, 0.741, 1.117], [1.726, -1.360, 1.104], [0.054, 0.726, -0.124], [2.298, 1.246, -0.346], [-0.003, -0.626, 0.555], [0.633, -0.199, -2.218], [-1.274, 0.717, -0.840], [1.651, 0.408, 2.023], [-3.037, -0.560, -0.217], [-0.002, 1.662, 0.479], [0.153, -1.420, -0.012]], "forces_ev_per_a": [[-3.50, -2.86, 1.26], [-4.34, -1.64, -5.59], [4.71, 2.54, 0.84], [0.54, -0.78, 1.57], [-6.41, 0.95, 2.11], [2.11, -0.21, -2.62], [1.62, 1.30, 0.47], [-3.37, 0.46, 1.02], [-1.80, -0.51, 0.05], [1.61, 5.54, 1.27], [4.90, -0.63, 3.38], [0.15, -0.20, 1.29], [-0.72, -1.83, -2.49], [3.14, 2.09, 0.64], [-0.10, -1.13, 0.42], [1.45, -3.09, -3.64]], "lowdin_charge": [-0.13, -0.07, -0.44, 0.00, -0.03, 0.16, 0.12, -0.21, 0.17, -0.46, 0.33, -0.07, 0.17, 0.18, 0.18, 0.11], "molar_mass_da": 116.12, "gap_ev": 9.44, "largest_force_ev_per_a": 7.3, "e_above_lowest_kcal_mol": 192.5, "multiplicity": 1, "lumo_energy_ev": 0.198}

---

Record 2
{"formula": "C5H8O3", "method": "the ωB97M-V functional and the def2-TZVPD basis", "symbols": ["H", "H", "C", "C", "C", "H", "H", "O", "O", "H", "C", "O", "H", "H", "H", "C"], "positions_angstrom": [[0.185, -0.892, -1.809], [-0.352, -0.033, 1.493], [0.387, 0.626, 0.018], [-0.826, 0.824, 0.833], [1.683, -0.022, 0.744], [2.733, 0.474, 0.597], [-1.167, -1.868, 0.587], [0.465, 1.631, -0.956], [1.330, -1.308, -0.031], [1.247, 0.002, 1.863], [-1.251, -1.154, -0.154], [-1.897, -0.004, 0.177], [-1.497, -1.666, -1.233], [-1.283, 1.803, 1.150], [-0.240, 2.469, -0.460], [0.206, -0.749, -0.725]], "forces_ev_per_a": [[0.75, 0.59, 0.24], [-2.41, 2.25, 1.51], [1.08, 0.65, -3.97], [-0.57, -4.90, 1.22], [-2.45, 0.66, -0.08], [-2.03, -1.42, 0.09], [0.02, -1.55, 1.82], [-2.58, 5.10, 2.33], [1.45, 1.20, 1.37], [2.18, -0.80, -2.07], [2.08, -1.09, -6.40], [0.17, 2.17, 0.35], [-1.28, 1.03, 3.00], [0.96, -1.14, 0.03], [3.64, -3.49, -2.90], [-1.00, 0.74, 3.47]], "lowdin_charge": [0.15, 0.14, -0.51, -0.07, 0.00, 0.15, 0.10, -0.06, -0.10, 0.14, -0.20, -0.11, 0.17, 0.16, 0.24, -0.20], "molar_mass_da": 116.12, "gap_ev": 9.96, "largest_force_ev_per_a": 6.8, "e_above_lowest_kcal_mol": 148.4, "multiplicity": 1, "smiles": "O[C@@]12COC[C@@H]1OC2", "lumo_energy_ev": 0.491}

---

Record 3
{"formula": "C5H8O3", "method": "the ωB97M-V functional and the def2-TZVPD basis", "symbols": ["C", "H", "O", "C", "C", "H", "O", "H", "H", "H", "C", "H", "C", "H", "O", "H"], "positions_angstrom": [[-0.297, 0.677, 0.874], [-0.289, -1.625, -1.038], [-1.930, 0.232, -1.353], [1.605, 0.083, -0.705], [-1.842, 0.048, -0.175], [2.187, -0.775, -1.038], [-0.872, -2.197, 0.859], [-2.729, 0.088, 0.495], [2.303, 0.865, -0.400], [1.041, 0.452, -1.564], [0.689, -0.329, 0.437], [1.228, -0.755, 1.284], [-0.415, -1.402, 0.036], [-0.767, 0.480, 1.836], [-0.191, 1.995, 0.640], [0.277, 2.163, -0.190]], "forces_ev_per_a": [[-2.65, -1.18, -1.01], [-1.05, 0.09, -0.05], [-0.07, -0.21, -0.13], [-0.19, -0.07, 0.04], [0.41, 2.95, 0.83], [0.05, 0.02, -0.03], [-0.11, 1.18, -0.93], [-0.05, -0.69, -0.05], [0.00, -0.07, 0.05], [-0.07, -0.05, -0.02], [-0.52, -1.21, 0.09], [0.29, 0.14, 0.00], [3.52, -1.52, 1.27], [0.21, 0.11, -0.02], [0.24, 0.59, -0.14], [-0.02, -0.09, 0.10]], "lowdin_charge": [-0.24, 0.14, 0.05, -0.05, -0.18, 0.09, 0.04, 0.12, 0.09, 0.09, -0.29, 0.15, -0.32, 0.15, 0.06, 0.11], "molar_mass_da": 116.12, "gap_ev": 8.04, "largest_force_ev_per_a": 4.0, "e_above_lowest_kcal_mol": 90.0, "multiplicity": 1, "lumo_energy_ev": -0.391}

---

Record 4
{"formula": "C5H8O3", "method": "the ωB97M-V functional and the def2-TZVPD basis", "symbols": ["C", "C", "H", "H", "H", "O", "C", "H", "C", "C", "H", "H", "O", "H", "H", "O"], "positions_angstrom": [[-0.149, 0.301, 1.890], [1.202, -0.036, 0.030], [0.557, -0.741, -1.918], [2.239, -0.224, -1.824], [0.949, 0.993, -1.843], [-1.234, -1.692, 0.124], [1.225, 0.003, -1.483], [1.329, -1.050, 0.400], [-1.406, -0.508, 0.045], [-0.345, 0.673, 0.516], [-0.139, -0.737, 2.196], [-3.081, -0.620, -0.781], [-2.481, 0.081, -0.474], [-0.109, 1.082, 2.644], [1.938, 0.652, 0.442], [-0.495, 1.823, 0.037]], "forces_ev_per_a": [[-0.23, 0.56, -0.60], [0.43, -0.20, 0.20], [-0.01, 0.04, 0.05], [0.00, 0.00, 0.14], [-0.02, -0.01, 0.01], [-0.06, -0.07, 0.12], [-0.40, 0.17, -0.06], [-0.05, 0.13, 0.09], [0.79, 0.60, -0.49], [-1.29, -0.83, 0.29], [0.06, 0.04, -0.16], [0.09, 0.02, 0.09], [-0.05, -0.11, 0.00], [0.49, -0.01, 0.02], [-0.03, -0.11, 0.07], [0.28, -0.21, 0.22]], "lowdin_charge": [0.24, -0.08, 0.08, 0.09, 0.08, 0.10, -0.08, 0.10, -0.46, -0.64, 0.10, 0.14, 0.14, 0.11, 0.11, -0.04], "molar_mass_da": 116.12, "gap_ev": [7.29, 7.08], "largest_force_ev_per_a": 1.6, "e_above_lowest_kcal_mol": 94.1, "multiplicity": 1, "lumo_energy_ev": [-1.449, -1.608]}